{"formula": "C34H32IrN4O4PS2", "method": "ωB97M-V/def2-TZVPD", "symbols": ["Ir", "S", "S", "P", "O", "O", "O", "O", "N", "N", "N", "N", "C", "C", "C", "C", "C", "C", "C", "C", "C", "C", "C", "C", "C", "C", "C", "C", "C", "C", "C", "C", "C", "C", "C", "C", "C", "C", "C", "C", "C", "C", "C", "C", "C", "C", "H", "H", "H", "H", "H", "H", "H", "H", "H", "H", "H", "H", "H", "H", "H", "H", "H", "H", "H", "H", "H", "H", "H", "H", "H", "H", "H", "H", "H", "H", "H", "H"], "coordinates": [[0.605, 0.125, -0.774], [3.296, 0.921, 1.788], [1.939, 3.692, -0.933], [-0.854, -1.275, 0.215], [2.990, 3.776, -1.904], [2.373, -0.452, 0.184], [0.604, 4.010, -1.352], [4.504, -1.092, -0.043], [-0.131, 0.888, -2.589], [1.651, -1.629, -2.010], [2.972, -1.764, -1.565], [1.993, 2.135, -0.262], [-0.458, -0.462, 4.180], [-1.255, -2.972, -0.294], [0.611, -1.256, 4.560], [-1.819, -5.513, -1.294], [1.472, -3.110, 1.381], [2.484, 5.873, 0.770], [-0.908, -0.511, 2.873], [-1.209, 2.234, -4.759], [-1.929, 1.233, -4.124], [-4.451, 1.290, -0.751], [2.676, 2.182, 0.857], [-0.747, 1.471, 0.163], [-2.150, 1.004, -0.129], [-0.290, -1.337, 1.936], [1.211, -2.099, 3.637], [-2.096, -5.190, 0.021], [3.365, -1.081, -0.433], [2.903, 3.567, 1.397], [0.064, 2.527, -4.308], [-2.224, -3.680, 1.985], [-2.413, -0.354, 0.112], [0.571, 1.833, -3.226], [3.478, 3.957, 2.595], [-3.165, 1.811, -0.623], [-4.718, -0.035, -0.441], [-1.837, -3.926, 0.551], [-3.683, -0.881, -0.047], [-1.365, 0.590, -3.042], [2.423, 4.518, 0.524], [3.565, 5.317, 2.863], [-1.291, -4.551, -2.142], [0.785, -2.154, 2.314], [3.074, 6.263, 1.967], [-1.019, -3.295, -1.633], [-5.720, -0.425, -0.549], [2.088, 6.596, 0.071], [3.153, 7.314, 2.204], [3.842, 3.227, 3.305], [-1.890, -0.191, -2.511], [1.586, -1.324, -2.977], [-0.518, 1.310, 1.219], [-3.045, -4.341, 2.256], [-0.943, 0.189, 4.895], [-1.633, 2.769, -5.598], [-2.539, -5.937, 0.668], [-2.543, -2.656, 2.167], [-1.766, 0.083, 2.583], [-5.251, 1.929, -1.102], [-0.625, 2.507, -0.135], [2.473, -3.339, 1.743], [1.205, -2.533, -1.907], [-1.394, -3.884, 2.663], [1.580, 2.011, -2.879], [-3.865, -1.939, 0.092], [2.035, -2.729, 3.944], [3.678, -2.188, -2.146], [1.570, -2.707, 0.376], [0.978, -1.225, 5.577], [-2.041, -6.504, -1.664], [-0.642, -2.525, -2.293], [-2.961, 2.843, -0.881], [-1.104, -4.774, -3.183], [4.027, 5.648, 3.783], [-2.919, 0.952, -4.452], [0.672, 3.294, -4.764], [0.917, -4.048, 1.303]], "s_squared": 0.75, "relative_energy_kj_mol": 158.68, "total_charge": 1, "gap_ev": [7.8, 7.3], "max_force_ev_per_a": 1.62, "multiplicity": 2}

{"formula": "C37H52N2O13PS7Ti", "method": "ωB97M-V/def2-TZVPD", "symbols": ["Ti", "S", "S", "S", "S", "S", "S", "S", "P", "O", "O", "O", "O", "O", "O", "O", "O", "O", "O", "O", "O", "O", "N", "N", "C", "C", "C", "C", "C", "C", "C", "C", "C", "C", "C", "C", "C", "C", "C", "C", "C", "C", "C", "C", "C", "C", "C", "C", "C", "C", "C", "C", "C", "C", "C", "C", "C", "C", "C", "C", "C", "H", "H", "H", "H", "H", "H", "H", "H", "H", "H", "H", "H", "H", "H", "H", "H", "H", "H", "H", "H", "H", "H", "H", "H", "H", "H", "H", "H", "H", "H", "H", "H", "H", "H", "H", "H", "H", "H", "H", "H", "H", "H", "H", "H", "H", "H", "H", "H", "H", "H", "H", "H"], "coordinates": [[-0.625, 0.551, -0.463], [-1.280, 3.834, -0.653], [-2.107, -4.694, -0.112], [-3.939, -6.722, 1.082], [-1.017, -2.782, -2.075], [-0.617, -1.275, 2.245], [-4.277, -5.627, -1.680], [-3.717, -3.874, -4.032], [1.739, 1.925, 1.251], [-0.941, -1.168, 0.758], [-1.489, 4.039, 0.758], [-0.372, 4.690, -1.347], [0.187, 0.227, -1.986], [3.235, 1.449, 1.458], [-0.919, 2.360, -0.919], [0.856, 0.705, 0.860], [-5.872, 1.925, 3.561], [-2.517, 0.200, -0.900], [1.725, 3.081, 0.352], [-6.228, 1.082, 1.540], [1.141, 2.256, 2.714], [-4.717, 0.296, -0.510], [-1.935, 1.265, 1.361], [-1.827, 1.830, 2.555], [1.281, -2.817, 3.484], [-2.018, -2.200, 2.853], [2.872, -0.501, -2.758], [1.892, -0.736, -5.045], [2.694, -1.579, -1.689], [-3.272, -4.399, -2.424], [2.945, 3.886, 3.247], [-2.221, -3.935, -1.694], [-0.631, 0.147, -4.239], [-2.010, 0.653, -3.875], [-3.031, 2.023, 3.116], [3.193, 0.110, 3.523], [1.517, 3.432, 3.510], [0.543, 4.546, 3.152], [-3.477, -5.738, -0.172], [-3.977, 1.521, 2.241], [1.695, -0.418, -3.707], [0.411, -0.009, -3.324], [2.549, -4.512, 2.346], [-3.552, 0.457, -0.175], [0.902, -3.247, 1.123], [3.636, -0.934, 1.290], [-2.337, 1.939, -4.638], [3.812, 0.305, 2.145], [-5.438, 1.527, 2.508], [2.250, -3.807, 3.507], [5.286, 0.663, 2.268], [1.339, 3.004, 4.960], [-3.066, -0.430, -4.091], [3.220, 0.869, -2.174], [0.617, -2.559, 2.292], [-0.374, -0.195, -5.565], [0.867, -0.646, -5.971], [-2.303, -4.480, -4.981], [-3.218, 1.056, 1.149], [1.880, -4.232, 1.164], [-2.871, 3.921, -1.441], [-2.248, -2.979, 2.126], [4.158, 0.828, -1.616], [-2.298, 1.788, -5.719], [2.777, -4.024, 4.428], [2.877, -1.066, -5.357], [5.712, 0.833, 1.279], [-2.013, 0.899, -2.820], [3.491, 0.907, 4.205], [-2.436, -4.117, -6.001], [1.308, 3.888, 5.600], [3.161, 4.722, 3.915], [5.415, 1.569, 2.861], [0.396, 2.465, 5.078], [3.537, -0.841, 3.933], [-1.638, 2.739, -4.386], [3.719, -0.808, -3.381], [-3.348, 2.272, -4.393], [-2.269, -5.568, -4.984], [-2.850, -1.504, 2.955], [1.054, -2.249, 4.380], [2.447, 1.236, -1.500], [-3.157, 2.486, 4.080], [-2.861, -1.299, -3.466], [2.104, 0.086, 3.477], [0.475, 4.667, 2.074], [2.275, -2.492, -2.114], [-3.086, -0.763, -5.132], [-3.504, 4.546, -0.816], [0.877, 5.486, 3.597], [-1.178, -0.107, -6.286], [-0.909, 2.171, 2.828], [3.337, 1.609, -2.968], [-0.459, 4.340, 3.540], [2.150, 2.361, 5.302], [-1.756, -2.625, 3.821], [0.374, -3.015, 0.200], [-4.058, -0.048, -3.837], [5.829, -0.152, 2.751], [-2.745, 4.361, -2.427], [4.044, -1.803, 1.810], [1.037, -0.920, -7.005], [2.014, -1.253, -0.904], [-1.386, -4.064, -4.566], [2.585, -1.121, 1.084], [2.111, -4.780, 0.259], [3.072, 4.213, 2.215], [3.653, -1.818, -1.222], [4.153, -0.817, 0.339], [3.662, 3.091, 3.450], [3.311, -5.281, 2.367], [-5.712, 0.772, 0.746], [-3.299, 2.924, -1.534]], "relative_energy_kj_mol": 33.19, "total_charge": -1, "gap_ev": 5.7, "max_force_ev_per_a": 0.89}

{"formula": "C17H15NO5S2", "method": "ωB97M-V/def2-TZVPD", "symbols": ["S", "S", "O", "O", "O", "O", "O", "N", "C", "C", "C", "C", "C", "C", "C", "C", "C", "C", "C", "C", "C", "C", "C", "C", "C", "H", "H", "H", "H", "H", "H", "H", "H", "H", "H", "H", "H", "H", "H", "H"], "coordinates": [[1.399, -3.441, -0.279], [2.551, -1.459, 1.663], [2.420, 2.707, -2.617], [-3.189, 2.213, 1.410], [-2.909, 0.527, -1.241], [0.701, 2.605, -1.231], [-2.370, -1.397, -0.227], [0.776, -0.949, -0.313], [0.142, 2.195, -0.072], [1.998, 2.318, -1.556], [0.021, -1.542, -1.274], [-0.981, -0.712, -2.003], [0.862, 1.484, 0.904], [0.188, 1.096, 2.068], [-1.207, 2.476, 0.101], [2.222, 1.136, 0.587], [3.046, 0.321, 1.520], [-3.490, -1.287, 0.658], [-1.146, 1.363, 2.237], [-4.774, -1.758, -0.010], [0.215, -2.882, -1.399], [2.751, 1.545, -0.589], [-2.197, -0.436, -1.126], [-1.862, 2.035, 1.238], [1.535, -1.786, 0.299], [-1.327, -1.232, -2.898], [-4.663, -2.779, -0.365], [4.086, 0.304, 1.196], [-1.673, 1.043, 3.122], [-0.554, 0.247, -2.298], [-5.014, -1.114, -0.852], [0.716, 0.550, 2.834], [-5.590, -1.718, 0.706], [-3.233, -1.920, 1.509], [-1.737, 2.991, -0.685], [-3.578, 2.556, 0.595], [2.989, 0.695, 2.542], [-0.265, -3.568, -2.066], [-3.590, -0.248, 0.984], [3.759, 1.297, -0.882]], "relative_energy_kj_mol": 0.00, "smiles": "CCOC(=O)Cc1csc(SCc2cc(=O)oc3cc(O)ccc23)n1", "gap_ev": 8.4, "max_force_ev_per_a": 1.13}

{"formula": "C3H8N3O", "method": "ωB97M-V/def2-TZVPD", "symbols": ["O", "N", "N", "N", "C", "C", "C", "H", "H", "H", "H", "H", "H", "H", "H"], "coordinates": [[-2.607, -0.836, 1.051], [0.444, -0.927, -2.033], [-1.662, -0.242, 1.694], [0.109, 0.167, 0.089], [-0.179, -0.756, -0.880], [-0.620, 0.403, 1.299], [1.273, 1.010, -0.036], [1.685, 1.298, 0.912], [0.021, 0.751, 2.011], [0.208, -1.647, -2.583], [-1.004, -1.481, -0.619], [1.097, 2.030, -0.414], [-1.988, 0.043, 2.601], [1.155, -0.252, -2.487], [2.068, 0.439, -0.605]], "relative_energy_kj_mol": 358.76, "total_charge": 1, "smiles": "CN(C=[NH2+])/C=[NH+]\\[O-]", "gap_ev": [8.7, 8.7], "max_force_ev_per_a": 5.97}

{"formula": "C18H12HgN2O4", "method": "ωB97M-V/def2-TZVPD", "symbols": ["Hg", "O", "O", "O", "O", "N", "N", "C", "C", "C", "C", "C", "C", "C", "C", "C", "C", "C", "C", "C", "C", "C", "C", "C", "C", "H", "H", "H", "H", "H", "H", "H", "H", "H", "H", "H", "H"], "coordinates": [[-0.311, -2.287, -2.415], [0.015, 0.986, 5.641], [-0.460, -3.428, 0.238], [-0.018, 1.743, 3.609], [0.756, -1.585, -0.057], [0.001, 0.810, 4.416], [1.402, -0.011, -2.761], [-3.512, 1.104, -2.381], [-2.809, 2.287, -2.239], [0.760, 1.145, -2.581], [0.009, -0.520, 3.928], [-0.715, 1.113, -2.570], [-0.030, -1.571, 4.848], [0.115, -2.398, 0.632], [-2.819, -0.070, -2.637], [0.048, -2.099, 2.123], [3.495, 1.044, -2.320], [2.713, -0.059, -2.626], [-1.435, 2.295, -2.358], [1.485, 2.327, -2.382], [-0.031, -2.874, 4.401], [2.857, 2.272, -2.237], [-0.007, -3.143, 3.041], [0.060, -0.784, 2.558], [-1.436, -0.076, -2.727], [-3.383, -0.987, -2.764], [-0.025, -4.161, 2.677], [4.558, 0.952, -2.154], [-0.928, 3.243, -2.263], [-0.061, -1.340, 5.901], [-0.059, -3.689, 5.112], [3.420, 3.178, -2.054], [-3.335, 3.212, -2.042], [0.111, 0.022, 1.841], [1.000, 3.290, -2.334], [-4.591, 1.093, -2.286], [3.159, -1.034, -2.778]], "s_squared": 0.77, "total_charge": -1, "gap_ev": [5.4, 6.8], "max_force_ev_per_a": 2.33, "multiplicity": 2}

{"formula": "CH4BrP", "method": "ωB97M-V/def2-TZVPD", "symbols": ["Br", "P", "C", "H", "H", "H", "H"], "coordinates": [[2.451, -0.305, -0.104], [0.513, 0.521, -0.749], [-0.451, -0.233, 0.517], [-1.392, -0.727, 0.174], [-1.566, 1.354, 0.440], [0.451, -0.337, -1.827], [-0.005, -0.273, 1.549]], "relative_energy_kj_mol": 362.05, "gap_ev": [8.1, 8.1], "max_force_ev_per_a": 4.51}